(1)
An isolated ion of composition C8H15N2O2 and charge +1 in a non-equilibrium geometry. Source: OMol25; level of theory: wB97M-V/def2-TZVPD.

Geometry (Å):
C (-1.6327, -2.2045, 0.4413)
C (-0.6662, -2.4756, -0.6295)
C (-1.6848, 2.1114, -0.5561)
C (-2.8095, 1.2257, 0.0151)
C (1.4082, 0.4477, 1.3482)
C (1.8222, 0.8068, -0.1137)
C (-0.4161, -0.1023, 0.1500)
C (2.9234, -0.1018, -0.5894)
N (-1.1680, -1.1248, -0.4202)
N (-1.4005, 1.1243, 0.4948)
O (0.3143, -0.4137, 1.2450)
O (0.5580, 0.5122, -0.8429)
H (-2.5229, -2.7129, 0.2399)
H (-1.3480, -2.2949, 1.4476)
H (0.3380, -2.5279, -0.3514)
H (-0.9346, -2.8392, -1.6139)
H (-1.1733, 1.8513, -1.4387)
H (-1.6739, 3.1123, -0.4600)
H (-3.6753, 1.4765, 0.5538)
H (-3.1669, 0.3124, -0.4827)
H (2.2913, -0.1623, 1.7140)
H (1.2591, 1.3106, 1.8680)
H (2.1473, 1.7835, -0.3651)
H (2.5691, -0.9984, -0.8624)
H (3.5983, -0.1369, 0.1975)
H (3.4478, 0.1738, -1.5387)
H (-1.1192, 1.4108, 1.4191)

## Properties
**Strongest force on any atom**: 4.8 eV/A
**Charge**: +1
**M**: 171.2 g mol⁻¹
**HOMO level**: -13.84 eV
**Relative energy (zero: lowest compared OMol25 entry of this formula, charge and spin)**: 3.041 eV
**Kohn-Sham gap**: 11.22 eV
**SMILES**: C[C@@H]1CO[C@@](N2CC2)([NH+]2CC2)O1


(2)
C8H15N2O5 as an isolated structure in a non-equilibrium geometry. Source: OMol25; level of theory: wB97M-V/def2-TZVPD.

Geometry (Å):
C (-1.1234, -1.7931, -2.3345)
C (1.3752, 0.9838, 0.8867)
C (1.4289, -0.2409, -0.0674)
C (0.6082, 0.6766, 2.2042)
C (-1.0357, -0.5565, 0.9989)
C (0.0324, -0.5093, -0.5933)
C (-1.0456, -2.8877, -3.3143)
C (0.1550, 1.9007, 3.0419)
N (-0.0310, -1.3574, -1.6676)
N (-1.1827, 0.2190, -0.1312)
O (-2.2384, -1.1625, -2.1981)
O (-0.4059, -0.2071, 2.1245)
O (0.9364, 1.9548, -0.0069)
O (2.3171, 0.0137, -1.1452)
O (-0.8024, 2.6053, 2.2915)
H (2.4643, 1.2336, 1.1170)
H (1.7637, -1.1314, 0.2965)
H (1.2981, -0.0104, 2.8475)
H (-1.6919, -1.4096, 1.1420)
H (-0.0169, -3.3343, -3.3588)
H (-1.9248, -3.5827, -3.0988)
H (-1.2726, -2.5148, -4.2551)
H (1.1162, 2.4579, 3.2740)
H (-0.3584, 1.3471, 3.8684)
H (1.0079, -1.5595, -1.9633)
H (-2.3125, -0.4443, -1.4666)
H (-1.0549, 1.2509, 0.0981)
H (1.0129, 2.8299, 0.3635)
H (2.2492, 0.8603, -1.5731)
H (-0.8869, 3.4269, 2.6919)

## Properties
**Strongest force on any atom**: 5.0 eV/A
**Charge**: +1
**M**: 219.2 g mol⁻¹
**HOMO level (alpha / beta)**: -11.38 / -11.38 eV
**Relative energy (zero: lowest compared OMol25 entry of this formula, charge and spin)**: 1.144 eV
**Kohn-Sham gap (alpha / beta)**: 8.08 / 8.08 eV


(3)
A 2-piece molecular cluster, C8H15N2P overall in a non-equilibrium geometry. Source: OMol25; level of theory: wB97M-V/def2-TZVPD.

Geometry (Å):
C (-1.2232, -1.8488, -2.0252)
C (-0.4028, -0.9454, -1.2376)
C (-0.9799, -0.0086, -0.4752)
C (1.0679, -0.9914, -1.4271)
C (2.4809, 0.6734, 2.5289)
C (-0.6461, 1.2131, 0.2386)
C (1.6497, 1.0326, 1.3446)
C (0.0932, 0.8025, 1.5653)
N (-0.8300, -2.6362, -2.8691)
N (-3.2819, -0.1593, -0.2740)
P (-3.6159, 0.9919, -1.2263)
H (-2.3601, -1.6593, -1.8310)
H (1.3566, -1.8258, -2.0826)
H (1.4253, -0.0295, -1.8339)
H (1.5877, -1.1134, -0.4635)
H (2.2425, 1.4096, 3.2390)
H (2.1152, -0.2850, 2.8324)
H (3.5082, 0.5929, 2.2715)
H (-1.4424, 1.9267, 0.3289)
H (0.1987, 1.6776, -0.2456)
H (1.8867, 0.2902, 0.5643)
H (1.7793, 2.1198, 1.1608)
H (-0.2286, 1.4120, 2.4516)
H (0.0251, -0.3582, 1.7719)
H (-1.4122, -3.2579, -3.4125)
H (-4.9939, 0.9766, -0.8942)

## Properties
**Strongest force on any atom**: 5.5 eV/A
**M**: 170.2 g mol⁻¹
**HOMO level (alpha / beta)**: -8.48 / -8.29 eV
**Relative energy (zero: lowest compared OMol25 entry of this formula, charge and spin)**: 4.759 eV
**Kohn-Sham gap (alpha / beta)**: 8.35 / 8.14 eV


(4)
A 2-piece molecular cluster, C8H15N3OS overall in a non-equilibrium geometry. Source: OMol25; level of theory: wB97M-V/def2-TZVPD.

Geometry (Å):
C (1.2215, -1.3839, 4.0737)
C (1.5328, -2.0204, 2.8460)
C (0.7993, -1.2531, 1.9081)
C (0.8934, -1.2893, 0.4167)
C (0.2079, 1.4312, -3.3182)
C (-2.4035, 0.4438, -2.2547)
C (-0.8786, 2.4051, -2.9827)
C (-2.1677, 1.7170, -2.5660)
N (0.4660, -0.3448, 3.8838)
N (0.1648, -0.2316, 2.5770)
N (2.3451, -3.0805, 2.6434)
O (-0.7106, 1.9273, 1.3489)
S (-1.2082, 0.4973, 1.9987)
H (1.5540, -1.5615, 5.0097)
H (1.8449, -1.7827, 0.2271)
H (0.0920, -1.7676, -0.0277)
H (0.8426, -0.2657, -0.1176)
H (0.2380, 0.5470, -2.6036)
H (0.0864, 1.0686, -4.4496)
H (1.1887, 1.9183, -3.2933)
H (-3.2486, 0.0329, -1.8712)
H (-1.7452, -0.4058, -2.5287)
H (-0.5492, 2.4440, 2.1452)
H (-1.3419, 2.9990, -3.8103)
H (-0.5558, 2.8713, -2.1310)
H (-2.9334, 2.3407, -2.2511)
H (2.2238, -3.7746, 3.4534)
H (2.0413, -3.4822, 1.6740)

## Properties
**Strongest force on any atom**: 4.3 eV/A
**M**: 201.3 g mol⁻¹
**HOMO level**: -7.97 eV
**Relative energy (zero: lowest compared OMol25 entry of this formula, charge and spin)**: 2.956 eV
**Kohn-Sham gap**: 8.59 eV
**SMILES**: Cc1c(N)cnn1SO.C=CCC


(5)
An isolated ion of composition C8H15N4 and charge +1 in a non-equilibrium geometry. Source: OMol25; level of theory: wB97M-V/def2-TZVPD.

Geometry (Å):
C (-1.2794, 0.8131, -0.1498)
C (4.6436, 0.0902, 0.1671)
C (3.4031, 0.5524, 0.3274)
C (2.1902, -0.1316, -0.0779)
C (-0.2652, -0.0830, 0.0849)
C (-1.0221, 2.2706, -0.4055)
C (-0.5128, -1.5397, 0.3255)
C (-4.5328, -0.6186, 0.2194)
N (-2.5735, 0.5219, 0.0526)
N (-3.2069, -0.4870, -0.2784)
N (2.2451, -1.2598, -0.7827)
N (1.0304, 0.4161, 0.2698)
H (5.4887, 0.6619, 0.5048)
H (4.8720, -0.8603, -0.2853)
H (3.2497, 1.5068, 0.8119)
H (-0.2047, 2.4078, -1.1094)
H (-0.7867, 2.7924, 0.5232)
H (-1.9162, 2.7295, -0.8179)
H (-1.4634, -1.6580, 0.8478)
H (0.2713, -1.9783, 0.9366)
H (-0.6167, -2.0999, -0.6037)
H (-4.8177, 0.1555, 0.9330)
H (-5.2002, -0.6062, -0.6436)
H (-4.6211, -1.6113, 0.6624)
H (3.1385, -1.6341, -1.0531)
H (1.4092, -1.6976, -1.1286)
H (1.0776, 1.3473, 0.6695)

## Properties
**Strongest force on any atom**: 2.3 eV/A
**Charge**: +1
**M**: 167.2 g mol⁻¹
**HOMO level (alpha / beta)**: -9.84 / -12.33 eV
**Relative energy (zero: lowest compared OMol25 entry of this formula, charge and spin)**: 0.000 eV
**Expectation value of S²**: 2.04
**2S+1**: 3
**Kohn-Sham gap (alpha / beta)**: 5.77 / 7.34 eV


(6)
C8H15NO as an isolated structure in a non-equilibrium geometry. Source: OMol25; level of theory: wB97M-V/def2-TZVPD.

Geometry (Å):
C (-0.9270, -1.3426, -0.5928)
C (-0.4323, -0.6059, -1.8391)
C (-0.1827, -2.6667, -0.3891)
O (-2.3038, -1.6555, -0.7906)
C (-0.7996, -0.4817, 0.6461)
N (-1.5213, -0.0492, 1.4804)
H (-2.8468, -1.0442, -0.2772)
H (0.8931, -2.5225, -0.3014)
H (0.6482, -0.4772, -1.8229)
H (-0.7019, -1.1924, -2.7173)
H (-0.9011, 0.3756, -1.9106)
H (-0.5583, -3.1757, 0.4977)
H (-0.3714, -3.3039, -1.2518)
C (1.2186, 0.0188, 1.0125)
C (-0.0542, 2.4139, 1.5613)
C (0.7961, 1.8353, 0.5419)
C (1.2634, 2.2024, -0.6267)
H (-0.7107, 3.1864, 1.1557)
H (1.0520, -0.9449, 1.5014)
H (1.8953, -0.1764, 0.1854)
H (1.7908, 0.4238, 1.8462)
H (0.5328, 2.7922, 2.4003)
H (-0.7525, 1.6158, 1.9290)
H (1.8525, 1.5555, -1.2623)
H (1.1207, 3.2192, -0.9759)

## Properties
**Strongest force on any atom**: 4.2 eV/A
**M**: 141.2 g mol⁻¹
**HOMO level**: -9.07 eV
**Relative energy (zero: lowest compared OMol25 entry of this formula, charge and spin)**: 5.454 eV
**Kohn-Sham gap**: 9.82 eV


Energy: -573.4246; -799.1801; -764.4603; -951.3846; -532.4857; -443.6408 (Ha)